1.
Below is a molecular structure, C37H35ClIrN2S2Si2, with properties calculated with the ωB97M-V functional and the def2-TZVPD basis.

Its total charge is +1. For the HOMO-LUMO gap (alpha / beta), the calculation gives 5.3801 / 5.3821 eV. As for the multiplicity: 5. The expectation value of S² is 6.016.

CARTESIAN COORDINATES (ANGSTROEM)
C (2.19, -1.52, 5.26)
C (2.87, -1.45, 4.00)
C (2.47, -0.23, 3.33)
H (3.67, -2.12, 3.67)
C (1.47, 0.41, 4.18)
C (1.35, -0.39, 5.37)
H (0.75, -0.12, 6.24)
H (2.34, -2.30, 6.01)
H (2.98, 0.25, 2.50)
H (1.09, 1.42, 4.01)
Ir (0.72, -1.34, 3.08)
Si (-3.27, 1.11, -4.17)
C (-2.18, 0.38, -5.49)
C (-2.58, 0.08, -6.81)
H (-3.60, 0.29, -7.13)
C (-1.67, -0.49, -7.71)
H (-1.98, -0.73, -8.73)
C (-0.36, -0.75, -7.30)
H (0.36, -1.20, -8.00)
C (0.05, -0.44, -6.00)
H (1.08, -0.63, -5.68)
C (-0.86, 0.12, -5.10)
H (-0.54, 0.35, -4.08)
C (-2.98, 2.94, -4.05)
C (-1.97, 3.59, -4.78)
H (-1.38, 3.05, -5.52)
C (-1.68, 4.94, -4.54)
H (-0.85, 5.42, -5.07)
C (-2.44, 5.67, -3.62)
H (-2.20, 6.72, -3.42)
C (-3.50, 5.06, -2.96)
H (-4.11, 5.63, -2.25)
C (-3.78, 3.71, -3.19)
H (-4.62, 3.23, -2.68)
H (-3.25, 0.38, -2.86)
Si (0.32, -0.51, 1.01)
C (0.40, 1.40, 1.01)
C (1.35, 2.10, 0.25)
H (2.04, 1.55, -0.39)
C (1.43, 3.50, 0.32)
H (2.15, 4.02, -0.31)
C (0.60, 4.20, 1.19)
H (0.67, 5.29, 1.26)
C (-0.33, 3.51, 1.98)
H (-0.98, 4.05, 2.68)
C (-0.44, 2.12, 1.86)
H (-1.19, 1.59, 2.45)
C (1.66, -1.02, -0.25)
C (3.02, -1.15, 0.04)
H (3.40, -1.01, 1.05)
C (3.94, -1.48, -0.97)
H (5.00, -1.60, -0.71)
C (3.51, -1.64, -2.28)
H (4.23, -1.86, -3.07)
C (2.15, -1.49, -2.58)
H (1.79, -1.60, -3.61)
C (1.24, -1.21, -1.56)
H (0.17, -1.12, -1.80)
H (-4.65, 0.92, -4.66)
Cl (-1.55, -1.15, 0.45)
C (2.83, -4.03, 1.88)
C (1.72, -4.31, 2.80)
N (0.78, -3.45, 3.21)
C (-0.17, -4.07, 4.03)
C (0.03, -5.43, 4.20)
S (1.42, -5.97, 3.33)
C (-1.12, -3.19, 4.61)
C (-2.13, -3.43, 5.53)
S (-2.89, -1.97, 6.01)
C (-1.77, -1.06, 4.99)
N (-0.95, -1.84, 4.28)
C (-1.88, 0.40, 4.92)
H (3.76, -4.42, 2.31)
H (2.64, -4.55, 0.92)
H (2.92, -2.96, 1.70)
H (-0.62, -6.05, 4.79)
H (-2.38, -4.43, 5.86)
H (-2.83, 0.66, 4.44)
H (-1.87, 0.81, 5.94)
H (-1.04, 0.83, 4.36)

***

2.
Below is a molecular structure, C37H35CuFNOP, with properties calculated with the ωB97M-V functional and the def2-TZVPD basis.

Its total charge is -1. For the HOMO-LUMO gap, the calculation gives 5.6255 eV. The value obtained for the energy above the lowest of the compared OMol25 structures with the same formula, charge and spin is 113.0 kJ/mol. As for the multiplicity: 1.

CARTESIAN COORDINATES (ANGSTROEM)
Cu (0.22, -0.10, -0.06)
C (2.88, 2.14, -0.12)
C (2.55, 2.45, -1.59)
C (1.26, 3.27, -1.69)
C (2.63, 1.20, -2.47)
C (3.83, 0.98, -3.13)
C (4.04, -0.13, -3.94)
C (3.00, -1.04, -4.09)
C (1.78, -0.86, -3.45)
C (0.70, -1.91, -3.62)
C (0.23, -2.03, -5.07)
C (1.16, -3.28, -3.09)
C (1.58, 0.28, -2.63)
N (0.36, 0.43, -1.94)
C (-0.71, 0.83, -2.69)
C (-0.65, 1.39, -3.99)
C (-1.78, 1.78, -4.69)
C (-3.05, 1.64, -4.14)
C (-3.16, 1.09, -2.86)
C (-2.02, 0.71, -2.19)
F (-2.18, 0.15, -0.96)
H (2.97, 3.06, 0.46)
H (3.81, 1.58, -0.03)
H (2.09, 1.55, 0.35)
H (3.36, 3.08, -1.96)
H (0.44, 2.80, -1.16)
H (0.96, 3.41, -2.73)
H (1.43, 4.26, -1.26)
H (4.63, 1.70, -3.00)
H (4.99, -0.28, -4.44)
H (3.15, -1.92, -4.72)
H (-0.15, -1.60, -3.01)
H (1.05, -2.34, -5.73)
H (-0.14, -1.07, -5.44)
H (-0.57, -2.77, -5.16)
H (2.00, -3.67, -3.66)
H (0.34, -4.00, -3.16)
H (1.47, -3.21, -2.04)
H (0.33, 1.50, -4.44)
H (-1.67, 2.20, -5.69)
H (-3.94, 1.95, -4.69)
H (-4.11, 0.95, -2.38)
O (-0.50, 1.35, 1.33)
C (-0.09, 1.31, 2.49)
C (1.20, 0.82, 2.99)
C (1.98, 1.64, 3.84)
C (2.92, 1.10, 4.68)
C (3.12, -0.30, 4.75)
C (2.45, -1.09, 3.85)
C (1.57, -0.55, 2.90)
P (1.00, -1.53, 1.49)
C (0.01, -2.89, 2.20)
C (-0.78, -2.61, 3.31)
C (-1.63, -3.58, 3.83)
C (-1.69, -4.84, 3.25)
C (-0.92, -5.12, 2.14)
C (-0.07, -4.15, 1.61)
C (2.52, -2.37, 0.86)
C (3.10, -3.49, 1.46)
C (4.27, -4.04, 0.95)
C (4.88, -3.47, -0.16)
C (4.32, -2.36, -0.77)
C (3.14, -1.82, -0.26)
H (1.78, 2.71, 3.86)
H (3.50, 1.76, 5.32)
H (3.81, -0.73, 5.47)
H (2.65, -2.16, 3.84)
H (-0.73, -1.63, 3.77)
H (-2.24, -3.35, 4.70)
H (-2.35, -5.60, 3.66)
H (-0.96, -6.10, 1.67)
H (0.52, -4.38, 0.73)
H (2.63, -3.95, 2.32)
H (4.70, -4.91, 1.42)
H (5.80, -3.90, -0.55)
H (4.77, -1.91, -1.64)
H (2.69, -0.97, -0.75)

***

3.
Below is a molecular structure, C37H35I2N7O2S5V, with properties calculated with the ωB97M-V functional and the def2-TZVPD basis.

Its total charge is -2. For the HOMO-LUMO gap (alpha / beta), the calculation gives 5.3002 / 6.0969 eV. As for the multiplicity: 4. The expectation value of S² is 3.783.

CARTESIAN COORDINATES (ANGSTROEM)
V (-0.74, 1.42, -0.82)
C (3.01, 1.49, 0.77)
C (2.32, 2.20, 1.94)
C (0.83, 2.57, 1.73)
N (0.49, 2.76, 0.34)
C (0.98, 3.75, -0.35)
C (1.66, 4.85, 0.26)
C (2.45, 5.84, -0.25)
C (2.84, 6.08, -1.57)
C (2.32, 5.45, -2.67)
C (1.31, 4.49, -2.76)
C (0.61, 3.76, -1.80)
N (-0.39, 2.94, -2.11)
C (-1.29, 3.23, -3.22)
C (-1.69, 2.04, -4.10)
C (-2.29, 0.86, -3.33)
N (-1.30, 0.28, -2.45)
C (-0.38, -0.56, -2.86)
C (-0.37, -1.10, -4.18)
C (0.44, -2.02, -4.79)
C (1.49, -2.78, -4.28)
C (1.93, -2.75, -2.97)
C (1.56, -1.94, -1.91)
C (0.65, -0.87, -1.82)
N (0.59, -0.08, -0.75)
C (1.26, -0.45, 0.49)
C (2.72, -0.01, 0.63)
H (2.80, 2.00, -0.16)
H (4.09, 1.59, 0.93)
H (2.38, 1.56, 2.83)
H (2.88, 3.11, 2.17)
H (0.19, 1.78, 2.11)
H (0.58, 3.46, 2.31)
H (1.50, 4.90, 1.33)
H (2.84, 6.52, 0.49)
H (3.58, 6.86, -1.73)
H (2.71, 5.77, -3.63)
H (1.05, 4.23, -3.78)
H (-2.20, 3.65, -2.77)
H (-0.88, 4.01, -3.86)
H (-2.44, 2.41, -4.80)
H (-0.83, 1.70, -4.68)
H (-3.12, 1.20, -2.71)
H (-2.71, 0.11, -4.02)
H (-1.16, -0.71, -4.82)
H (0.21, -2.20, -5.84)
H (1.97, -3.48, -4.95)
H (2.71, -3.46, -2.72)
H (2.11, -2.13, -1.00)
H (0.67, -0.05, 1.31)
H (1.19, -1.53, 0.63)
H (3.11, -0.51, 1.52)
H (3.30, -0.39, -0.22)
S (0.18, -5.81, 5.39)
C (0.06, -4.82, 4.04)
S (-1.46, -4.19, 3.50)
C (-0.68, -3.28, 2.22)
N (0.62, -3.46, 2.21)
N (1.01, -4.33, 3.23)
C (2.41, -4.54, 3.30)
C (2.96, -5.70, 3.84)
C (4.33, -5.87, 3.87)
C (5.18, -4.89, 3.37)
C (4.63, -3.74, 2.82)
C (3.26, -3.56, 2.78)
S (-1.59, -2.30, 1.18)
H (2.30, -6.47, 4.24)
H (4.74, -6.78, 4.29)
H (6.25, -5.03, 3.40)
H (5.27, -2.96, 2.42)
H (2.82, -2.67, 2.35)
O (-5.37, -1.46, -1.81)
S (-5.61, -0.35, -0.93)
O (-6.74, 0.48, -1.22)
N (-4.23, 0.54, -0.76)
C (-3.75, 0.43, 0.44)
S (-2.39, 1.25, 0.98)
C (-4.56, -0.38, 1.40)
C (-4.35, -0.65, 2.74)
C (-5.29, -1.41, 3.41)
C (-6.42, -1.91, 2.75)
C (-6.62, -1.66, 1.40)
C (-5.67, -0.90, 0.76)
H (-3.46, -0.28, 3.23)
H (-5.14, -1.64, 4.45)
H (-7.13, -2.51, 3.31)
H (-7.48, -2.04, 0.87)
I (-2.86, 3.96, 0.28)
I (-2.74, 7.07, -0.89)

***

The calculated total energy results, record by record, are as follows: -3480.01166, -3642.66014, -5495.19020 Eh.
The M results, record by record, are as follows: 855.68, 623.21, 1074.82 g mol⁻¹.